1.
The following is a DFT calculation (wB97M-V/def2-TZVPD) of a structure of composition C8H28OP2SW at a distorted geometry.

## Properties
energy relative to the best compared isomer or geometry (same formula, charge and spin) = 0.162 eV
expectation value of S² = 2.012
spin multiplicity = 3
net charge = +2
Kohn-Sham gap (alpha / beta) = 0.2919 / 0.1534 hartree

Structure (XYZ):
```
41
Properties=species:S:1:pos:R:3:nbo_charge:R:1
W -1.50 -0.70 0.62 0.15
H -0.39 0.53 0.78 -0.11
H -1.47 0.74 1.53 0.02
P 0.16 -1.96 1.64 1.15
P -1.87 -0.12 -1.55 1.10
C -0.86 0.77 -2.80 -0.92
H -1.39 0.78 -3.77 0.27
H -0.68 1.79 -2.46 0.24
H 0.10 0.27 -2.89 0.25
C -2.63 -1.36 -2.64 -0.94
H -3.35 -1.97 -2.08 0.27
H -3.13 -0.82 -3.46 0.26
H -1.84 -1.99 -3.05 0.26
C -3.21 1.12 -1.35 -0.95
H -2.78 2.04 -0.93 0.25
H -3.63 1.33 -2.35 0.28
H -3.99 0.73 -0.69 0.26
C 0.34 -3.75 1.39 -0.94
H 0.87 -4.19 2.25 0.26
H -0.65 -4.22 1.30 0.27
H 0.92 -3.94 0.47 0.26
C 1.91 -1.43 1.66 -0.94
H 1.97 -0.37 1.95 0.23
H 2.46 -2.04 2.40 0.27
H 2.35 -1.58 0.67 0.25
C -0.22 -1.87 3.44 -0.95
H -1.27 -2.09 3.63 0.27
H 0.41 -2.60 3.96 0.27
H 0.02 -0.86 3.81 0.25
H -2.48 -2.00 1.10 -0.28
H -0.17 -0.77 -0.33 -0.02
C 3.67 2.27 0.11 -0.80
S 1.88 2.29 -0.18 1.39
C 1.70 4.09 -0.27 -0.80
O 1.72 1.72 -1.56 -0.53
H 3.95 3.19 0.63 0.28
H 4.19 2.21 -0.85 0.30
H 3.91 1.41 0.74 0.28
H 2.04 4.44 -1.26 0.29
H 0.65 4.38 -0.10 0.28
H 2.29 4.56 0.51 0.28
```

2.
The following is a DFT calculation (wB97M-V/def2-TZVPD) of a structure of composition C4H5KLiO at a distorted geometry.

## Properties
expectation value of S² = 0.753
spin multiplicity = 2
Kohn-Sham gap (alpha / beta) = 0.1425 / 0.1194 hartree

Structure (XYZ):
```
12
Properties=species:S:1:pos:R:3:nbo_charge:R:1
C -0.03 1.31 -1.76 -0.55
C 0.64 1.03 -0.66 0.09
C 1.62 0.83 0.21 -0.47
H -1.12 1.43 -1.74 0.23
H 0.49 1.46 -2.71 0.23
H 2.01 -0.17 0.41 0.24
H 2.04 1.67 0.77 0.23
O -1.39 -1.46 2.34 -0.45
C -0.88 -0.31 2.50 0.30
K -0.37 -1.90 -2.19 0.23
Li -1.38 -4.31 -0.07 -0.23
H -1.62 0.43 2.90 0.14
```

3.
The following is a DFT calculation (wB97M-V/def2-TZVPD) of a structure of composition C28H43F9IrOP2 at a distorted geometry.

## Properties
energy relative to the best compared isomer or geometry (same formula, charge and spin) = 0.000 eV
expectation value of S² = 6.015
spin multiplicity = 5
net charge = +1
Kohn-Sham gap (alpha / beta) = 0.1970 / 0.2412 hartree

Structure (XYZ):
```
84
Properties=species:S:1:pos:R:3:lowdin_spin:R:1
Ir 0.39 -0.72 0.97 1.02
C -0.53 -2.36 2.18 0.03
C 0.87 -2.59 1.80 0.15
C 0.80 -1.07 3.58 0.15
C -0.53 -1.47 3.32 0.17
C 1.67 -1.71 2.63 0.05
C -1.70 -3.16 1.71 0.00
H -1.44 -3.71 0.80 0.00
H -2.57 -2.52 1.51 0.00
H -1.99 -3.88 2.48 0.00
C -1.72 -1.10 4.10 0.03
H -2.64 -1.44 3.63 0.00
H -1.77 -0.01 4.22 0.01
H -1.67 -1.53 5.11 0.01
C 1.24 -0.22 4.71 0.02
H 1.23 -0.77 5.66 0.01
H 0.57 0.65 4.81 0.00
H 2.26 0.15 4.55 0.00
C 3.16 -1.69 2.68 0.00
H 3.52 -2.36 3.48 0.00
H 3.55 -0.69 2.89 0.00
H 3.58 -2.05 1.73 0.00
C 1.39 -3.69 0.94 0.04
H 1.79 -4.49 1.56 0.01
H 2.20 -3.31 0.30 0.01
H 0.59 -4.10 0.32 0.00
C -1.64 0.28 -4.27 0.73
C -1.68 -1.04 -4.54 0.73
C -0.84 -1.72 -5.58 0.10
C 0.61 -1.14 -5.79 0.01
C 1.30 -0.59 -4.58 0.00
C 1.35 0.72 -4.29 0.01
C 0.42 1.76 -4.86 0.05
C -1.02 1.27 -5.22 0.10
H -1.35 -1.69 -6.55 0.04
H 0.58 -0.42 -6.62 0.00
H -0.73 -2.78 -5.33 0.01
H -1.02 0.88 -6.25 0.01
H -2.23 0.70 -3.44 0.03
H -2.47 -1.68 -4.11 0.04
H -1.67 2.15 -5.24 0.01
H 0.32 2.59 -4.14 0.00
H 2.15 1.12 -3.65 0.00
H 0.86 2.20 -5.77 0.00
H 1.22 -1.98 -6.17 0.00
H 1.93 -1.30 -4.01 0.00
P -0.97 -0.42 -0.70 0.06
P 1.83 0.75 0.14 0.05
C -0.25 0.94 -1.70 0.03
C 0.82 1.76 -1.01 0.02
H -1.06 1.60 -2.05 0.00
H 0.16 0.45 -2.59 0.01
H 1.51 2.22 -1.72 0.00
H 0.38 2.56 -0.41 0.00
C 2.50 1.76 1.46 0.00
H 3.24 1.20 2.04 0.00
H 1.69 2.09 2.13 0.00
H 2.98 2.63 0.99 0.00
C 3.17 -0.09 -0.71 0.01
H 3.54 0.57 -1.51 0.00
H 2.81 -1.04 -1.13 0.00
H 3.96 -0.30 0.02 0.00
C -2.67 -0.03 -0.38 0.01
H -3.12 -0.81 0.25 0.00
H -3.23 0.03 -1.33 0.00
H -2.73 0.94 0.13 0.00
C -0.81 -1.96 -1.65 0.07
H 0.14 -2.46 -1.46 0.01
H -0.88 -1.73 -2.72 0.03
H -1.64 -2.63 -1.39 0.00
F -1.53 4.06 4.93 0.00
C -1.08 2.82 4.57 0.00
F 0.20 2.71 5.02 0.00
F -1.83 1.91 5.26 0.00
C -1.14 2.55 2.98 0.01
O -0.50 1.48 2.59 0.07
C -2.67 2.52 2.57 0.00
F -3.43 3.41 3.26 0.00
F -2.82 2.81 1.24 0.00
F -3.19 1.28 2.76 0.00
C -0.58 3.93 2.37 0.00
F -1.42 4.98 2.57 0.00
F 0.63 4.25 2.91 0.00
F -0.39 3.82 1.03 0.00
```